1.
{"formula": "C16H24N2O4S", "method": "wB97M-V/def2-TZVPD", "total_charge": 0, "lumo_energy_ev": 0.70, "e_above_lowest_kj_mol": 70.8, "spin_multiplicity": 1, "smiles": "CCS(=O)(=O)N1CCC(C(=O)NCc2ccc(OC)cc2)CC1", "species": ["C", "C", "S", "O", "O", "N", "C", "C", "C", "C", "O", "N", "C", "C", "C", "C", "C", "O", "C", "C", "C", "C", "C", "H", "H", "H", "H", "H", "H", "H", "H", "H", "H", "H", "H", "H", "H", "H", "H", "H", "H", "H", "H", "H", "H", "H", "H"], "xyz": [[-6.201, 0.295, -2.562], [-5.710, -0.587, -1.440], [-4.412, 0.304, -0.538], [-3.888, -0.556, 0.490], [-4.926, 1.579, -0.129], [-3.277, 0.572, -1.760], [-2.524, -0.639, -2.075], [-1.082, -0.331, -2.455], [-0.352, 0.361, -1.297], [0.199, -0.707, -0.341], [0.325, -1.871, -0.662], [0.564, -0.239, 0.868], [1.149, -1.084, 1.892], [2.587, -0.711, 2.141], [3.537, -0.929, 1.154], [4.861, -0.570, 1.340], [5.256, 0.022, 2.535], [6.526, 0.414, 2.832], [7.537, 0.199, 1.878], [4.303, 0.247, 3.529], [2.986, -0.112, 3.329], [-1.278, 1.371, -0.592], [-2.450, 1.736, -1.502], [-5.393, 0.488, -3.263], [-7.031, -0.169, -3.092], [-6.528, 1.245, -2.149], [-6.485, -0.797, -0.707], [-5.269, -1.518, -1.782], [-3.028, -1.145, -2.905], [-2.528, -1.304, -1.204], [-1.059, 0.288, -3.352], [-0.573, -1.273, -2.670], [0.523, 0.883, -1.703], [0.497, 0.744, 1.071], [1.077, -2.108, 1.515], [0.564, -0.995, 2.812], [3.236, -1.392, 0.226], [5.571, -0.759, 0.551], [7.341, 0.749, 0.952], [7.657, -0.865, 1.651], [8.454, 0.575, 2.331], [4.623, 0.706, 4.451], [2.262, 0.068, 4.110], [-1.707, 0.926, 0.309], [-0.736, 2.276, -0.314], [-2.104, 2.144, -2.455], [-3.097, 2.470, -1.022]], "forces_ev_per_angstrom": [[-0.13, 0.04, -0.14], [0.69, 0.56, 0.18], [-0.30, -0.41, -0.21], [0.03, -0.19, -0.11], [-0.10, 0.28, -0.18], [-0.84, -0.10, 0.63], [0.18, -0.74, -0.31], [-0.04, 0.01, 0.10], [0.00, -0.29, -0.15], [-0.06, 0.56, -0.21], [0.03, -0.45, -0.13], [0.00, 0.10, 0.39], [0.08, -0.10, -0.03], [-0.06, -0.06, 0.02], [-0.13, 0.03, 0.17], [0.31, 0.06, -0.03], [-0.19, 0.03, 0.14], [-0.26, 0.02, 0.18], [0.15, -0.03, -0.16], [0.30, 0.05, -0.06], [0.04, -0.09, -0.13], [-0.10, 0.17, -0.16], [0.21, 0.60, 0.32], [-0.02, 0.03, -0.11], [-0.04, -0.04, -0.01], [-0.10, 0.09, -0.08], [0.07, -0.04, 0.18], [0.04, -0.16, 0.01], [0.09, -0.10, 0.08], [0.11, -0.08, -0.18], [0.04, 0.01, -0.02], [-0.08, 0.10, -0.06], [-0.05, -0.04, 0.06], [-0.07, -0.02, -0.12], [-0.06, 0.14, 0.14], [0.06, -0.08, -0.06], [-0.03, -0.06, -0.13], [0.09, -0.01, -0.05], [0.00, -0.04, 0.03], [-0.01, 0.04, 0.00], [-0.04, -0.04, -0.08], [0.04, 0.06, 0.11], [-0.09, 0.02, 0.09], [0.11, 0.09, 0.05], [-0.01, 0.00, 0.09], [-0.08, 0.00, 0.07], [0.21, 0.12, -0.14]]}



2.
{"formula": "C3H13N3O", "method": "wB97M-V/def2-TZVPD", "total_charge": 0, "lumo_energy_ev": 0.91, "e_above_lowest_kj_mol": 229.9, "spin_multiplicity": 1, "smiles": "NCCNCN.O", "species": ["N", "C", "C", "N", "C", "N", "H", "H", "H", "H", "H", "H", "H", "H", "H", "H", "H", "O", "H", "H"], "xyz": [[1.108, 2.477, 0.458], [-0.110, 1.641, 0.523], [0.049, 0.402, 1.398], [0.510, -0.710, 0.497], [-0.539, -1.730, 0.515], [-0.890, -2.299, -0.814], [1.569, 2.436, -0.443], [1.766, 2.211, 1.183], [-0.419, 1.351, -0.553], [-1.117, 2.187, 0.888], [0.769, 0.636, 2.337], [-0.871, 0.241, 2.004], [1.433, -1.010, 0.759], [-1.439, -1.418, 1.040], [-0.320, -2.669, 1.138], [-1.097, -1.571, -1.415], [-0.173, -2.814, -1.228], [-0.284, 0.178, -3.048], [0.380, 0.841, -2.954], [-0.325, -0.380, -2.285]], "forces_ev_per_angstrom": [[-0.71, -0.19, 0.08], [-2.26, 1.08, -0.63], [1.64, 0.94, 1.35], [-1.77, 0.69, 1.73], [0.60, -3.41, -0.24], [-0.86, 0.13, 2.85], [-0.13, -0.09, 0.23], [-0.12, 0.09, -0.21], [0.61, 0.17, 1.76], [2.47, -0.41, -0.47], [-0.94, -0.46, -2.33], [0.31, -0.54, -1.01], [-0.01, -0.52, 0.13], [-0.02, 0.64, -0.63], [0.39, 1.18, -0.69], [-0.93, 1.49, -1.39], [1.46, -0.99, -0.43], [-1.05, -0.19, -1.34], [0.68, 0.39, 0.49], [0.63, -0.01, 0.76]]}



3.
{"formula": "C3H10INSi", "method": "wB97M-V/def2-TZVPD", "total_charge": 0, "lumo_energy_ev": 0.07, "e_above_lowest_kj_mol": 15.4, "spin_multiplicity": 1, "smiles": "C[Si](C)(C)NI", "species": ["C", "Si", "C", "C", "N", "I", "H", "H", "H", "H", "H", "H", "H", "H", "H", "H"], "xyz": [[-0.833, 1.254, 1.129], [-0.056, -0.062, 0.030], [0.800, 0.622, -1.589], [-1.248, -1.383, -0.513], [1.525, -0.786, 0.922], [3.161, 0.402, 1.276], [-0.829, 2.233, 0.808], [-1.841, 0.827, 1.375], [-0.378, 1.142, 2.062], [0.908, 1.667, -1.394], [1.736, 0.080, -1.500], [0.231, 0.353, -2.396], [-2.188, -1.156, -0.166], [-1.367, -1.510, -1.628], [-1.007, -2.451, -0.264], [1.385, -1.232, 1.849]], "forces_ev_per_angstrom": [[-1.51, -3.62, -0.16], [3.12, 0.25, -0.57], [0.33, -0.61, 4.23], [1.89, -2.31, -1.64], [-1.92, -0.03, -0.01], [-0.39, 0.09, -0.20], [-0.20, 2.03, -0.74], [0.32, 0.90, -0.53], [1.19, 0.27, 1.56], [0.34, 0.74, -0.51], [0.31, 0.20, -0.59], [-1.21, -0.38, -2.23], [-2.38, 0.35, 1.03], [0.40, 0.76, 0.91], [-0.10, 1.00, 0.40], [-0.19, 0.35, -0.95]]}



4.
{"formula": "CH4BBr", "method": "wB97M-V/def2-TZVPD", "total_charge": 0, "lumo_energy_ev": 0.47, "e_above_lowest_kj_mol": 235.8, "spin_multiplicity": 1, "species": ["B", "C", "Br", "H", "H", "H", "H"], "xyz": [[0.221, 0.453, 0.692], [-0.377, -0.135, -0.807], [0.781, -1.559, 0.018], [-0.643, 0.399, 1.533], [0.046, 0.329, -1.672], [-1.358, -0.567, -0.941], [1.331, 1.080, 1.178]], "forces_ev_per_angstrom": [[-0.33, 0.42, 0.19], [1.67, 1.46, 2.64], [-0.07, -0.25, -0.48], [0.35, -0.26, -0.11], [0.47, -0.43, -0.67], [-0.04, 0.16, 0.31], [-2.06, -1.09, -1.88]]}



Number 1: HOMO level -8.45 eV, strongest force on any atom 1.06 eV/A. Number 2: HOMO level -9.04 eV, strongest force on any atom 3.47 eV/A. Number 3: HOMO level -8.45 eV, strongest force on any atom 4.28 eV/A. Number 4: HOMO level -10.20 eV, strongest force on any atom 3.45 eV/A.